{"formula": "C36H45As2FeN3S4Si3", "method": "wB97M-V/def2-TZVPD", "elements": ["C", "H", "C", "H", "N", "H", "C", "H", "H", "H", "H", "C", "C", "H", "C", "C", "C", "H", "H", "C", "C", "H", "H", "C", "H", "H", "C", "C", "C", "S", "N", "C", "H", "C", "C", "S", "H", "Si", "C", "H", "C", "H", "As", "Si", "C", "C", "H", "H", "C", "H", "H", "H", "H", "C", "C", "H", "C", "H", "C", "H", "C", "S", "H", "C", "H", "H", "C", "C", "Fe", "C", "H", "H", "H", "C", "C", "H", "N", "C", "C", "H", "H", "H", "H", "Si", "H", "H", "H", "H", "H", "H", "H", "S", "C", "As"], "coordinates": [[-1.006090, 2.409488, -1.128643], [6.967217, -0.796387, -1.791204], [-2.704205, 2.344197, 1.844387], [-5.645356, 2.761570, 0.224615], [-1.173017, -1.553151, -0.992684], [-0.625397, 2.881894, -0.230668], [-2.859766, 3.350501, 2.829544], [3.641272, -1.344364, 1.999173], [-2.820066, 0.873584, -5.338903], [0.632194, 2.003767, -4.034770], [-1.928124, 4.264283, 4.549680], [0.648104, 1.040627, 2.413904], [-2.461534, -1.001251, -4.413300], [-1.425302, 4.246362, -2.157280], [2.767964, 3.182301, -1.522186], [4.548829, -2.316404, -0.429472], [-1.519195, 0.452771, -2.210562], [-2.342514, 3.086216, -4.168259], [4.556995, -3.093217, -1.199880], [-1.252578, -2.856297, -0.869930], [1.720255, -0.736654, 1.253418], [5.667984, 0.313472, 0.816725], [1.444200, -0.216456, -5.889982], [2.851162, 0.324267, 3.098066], [3.743145, 3.329084, -1.050977], [1.694674, -1.524506, 0.504895], [-2.001522, -1.709144, -3.253391], [-1.681575, -3.676691, -1.927580], [-4.850213, 2.953440, 0.935238], [-1.552528, -1.641233, 2.118014], [-1.569889, 1.560859, 1.781043], [-2.458509, 0.347904, -4.462108], [5.377762, 2.362300, -3.076035], [-1.983388, 1.122596, -3.349147], [2.812660, -0.649556, 2.101095], [-4.813747, -0.615569, 3.077852], [0.924229, -3.101167, -2.687157], [2.334093, -1.511812, -3.961773], [1.820536, -3.187534, -3.306714], [-3.667193, 1.341532, 0.199350], [3.892283, -1.754740, -4.996579], [4.111894, 1.093687, 0.542470], [2.464568, -0.130119, -2.064250], [2.898956, 1.991575, -2.972351], [-1.460098, 3.166324, -2.216084], [-0.581421, 1.806689, 2.626613], [6.018753, -1.504781, -3.098766], [0.112991, 2.909932, 4.358686], [1.758282, 1.157195, 3.256615], [-2.832831, -1.579071, -5.252911], [4.606835, -2.410855, -4.496785], [5.434377, -2.462537, 0.197906], [2.087296, 2.797780, -0.758241], [-1.531750, -0.983730, -2.160661], [0.603772, 0.116734, 1.351826], [-1.766665, -4.740538, -1.754840], [1.613719, 2.410625, -4.270928], [2.401942, 4.159851, -1.851853], [-3.731930, 2.169522, 0.895946], [4.816059, 1.503874, -4.522317], [-5.007844, 3.951042, 1.917614], [-4.182314, -3.850015, 1.419692], [2.608875, -3.634505, -2.695068], [-2.053224, -3.109994, -3.115025], [4.515283, 3.238171, -4.345741], [-2.429283, -3.715371, -3.932787], [1.013367, -0.867022, -5.124168], [4.566288, 2.287049, -3.803333], [-1.104022, -0.070733, 0.515363], [6.067560, -0.665444, -2.405487], [5.526260, 1.550483, -0.439396], [-1.049361, -3.244185, 0.123506], [0.537968, -1.714479, -5.629005], [-1.819321, 3.524261, 3.762759], [-1.968981, 2.526516, -3.317751], [-5.913549, 4.547064, 1.946249], [-1.068620, 1.094493, -1.104713], [-0.698570, 2.776517, 3.658589], [-4.030726, 4.141416, 2.849502], [1.916555, 2.024281, -5.247845], [-4.137611, 4.890823, 3.627478], [3.609421, -2.230676, -5.942566], [0.229758, -0.312515, -4.607235], [4.604867, -0.614572, -1.216953], [4.395062, -0.813083, -5.227175], [1.598873, -3.872508, -4.131471], [3.663339, -2.458455, 0.189748], [1.521516, 3.498663, -4.352429], [1.773555, 1.880083, 4.064476], [6.188141, 0.253579, -2.978495], [3.705693, 0.407135, 3.760306], [-3.893828, -0.786949, -0.332951], [5.006288, 0.716896, 0.043799], [-3.744909, -1.766203, 1.631025]], "forces_ev_per_angstrom": [[-0.1, 0.2, 0.0], [0.0, 0.0, 0.0], [0.1, 0.0, 0.2], [0.0, 0.0, 0.0], [0.9, 0.4, 0.3], [0.0, 0.0, 0.0], [-0.1, -0.1, -0.2], [0.0, 0.0, 0.1], [0.0, 0.0, 0.0], [-0.1, 0.0, 0.0], [0.0, 0.0, 0.0], [0.1, -0.1, 0.1], [0.0, -0.1, 0.0], [0.0, 0.0, 0.0], [0.0, 0.0, 0.0], [0.0, -0.1, 0.0], [0.2, -0.1, -0.2], [0.0, 0.0, 0.0], [0.0, 0.0, 0.0], [0.0, -0.1, 0.1], [0.1, 0.0, 0.0], [0.0, 0.0, 0.0], [0.0, 0.0, 0.0], [0.0, 0.1, 0.0], [0.0, 0.0, 0.0], [0.0, 0.0, 0.0], [0.1, 0.0, -0.1], [-0.1, 0.0, 0.0], [0.0, 0.0, 0.0], [-0.2, 0.0, 0.2], [0.2, 0.1, -0.1], [0.0, 0.1, 0.0], [0.0, 0.0, 0.0], [0.1, -0.1, 0.0], [-0.1, -0.1, -0.1], [-0.1, -0.1, 0.0], [0.0, 0.0, 0.0], [0.1, 0.0, 0.1], [0.0, 0.0, 0.0], [0.1, 0.1, 0.0], [0.0, 0.0, -0.1], [0.0, 0.0, 0.0], [0.1, 0.0, -0.3], [0.0, -0.1, 0.1], [0.0, 0.1, 0.0], [0.0, 0.1, -0.1], [0.0, 0.0, 0.0], [0.0, 0.0, 0.0], [0.1, 0.0, 0.0], [0.0, 0.0, 0.0], [0.0, 0.0, 0.0], [0.0, 0.0, 0.0], [0.0, 0.0, 0.0], [0.0, 0.1, -0.2], [0.2, -0.4, -0.1], [0.0, 0.0, 0.0], [0.0, 0.0, -0.1], [0.0, 0.0, 0.0], [0.0, 0.1, 0.1], [0.0, 0.0, 0.0], [-0.1, 0.0, -0.1], [-0.1, 0.0, 0.0], [0.0, 0.0, 0.0], [0.0, 0.0, 0.0], [0.0, 0.0, 0.0], [0.0, 0.0, 0.0], [0.0, 0.0, -0.1], [0.0, 0.1, 0.0], [-1.7, 0.1, -0.3], [0.1, 0.0, 0.1], [0.0, 0.0, 0.0], [0.0, 0.0, 0.0], [0.0, 0.0, 0.0], [0.0, 0.1, 0.1], [0.0, 0.0, 0.0], [0.0, 0.0, 0.0], [-0.1, -0.2, 0.1], [0.1, 0.0, 0.1], [0.1, 0.0, 0.1], [0.0, 0.0, 0.0], [0.0, 0.0, 0.0], [0.0, 0.0, 0.0], [0.0, 0.0, 0.0], [-0.1, 0.0, 0.0], [0.0, 0.0, 0.0], [0.0, 0.0, 0.0], [0.0, 0.0, -0.1], [0.0, 0.0, 0.0], [0.0, 0.0, 0.0], [0.0, 0.0, 0.0], [0.0, 0.0, 0.0], [0.2, -0.1, 0.1], [0.0, 0.1, 0.0], [0.3, 0.0, 0.2]], "mulliken_charge": [-0.3649, 0.3649, -0.4012, 0.4317, 1.2171, 0.5250, 1.0940, 0.4467, 0.3829, -0.0343, 0.3471, 1.0381, -1.2755, 0.4819, -0.9108, -1.2247, -0.0167, 0.3753, 0.2991, -0.8459, 0.2754, 0.4281, 0.3995, -1.1036, 0.3460, 0.4883, 1.6527, -1.3162, -1.1155, -0.4987, 0.9621, -0.8860, 0.2820, 0.9686, -0.9264, -0.6581, -0.1052, 0.3205, -0.6509, -0.3952, -1.1246, 0.1515, 0.4748, 0.4109, -1.3771, 0.5936, 0.2616, 0.3438, -0.5900, 0.3350, 0.2614, 0.4274, 0.0242, -0.3640, 0.2485, 0.3972, -0.9085, 0.4325, 0.3800, 0.2308, -0.4891, -0.6786, 0.2945, -0.9646, 0.3936, 0.4186, -0.5791, -1.2065, 0.0807, -1.0868, 0.3635, 0.6767, 0.4249, -1.1611, -1.2123, 0.3536, 1.1376, -1.0502, -0.9806, 0.3049, 0.3381, 0.3705, -0.2643, 0.3265, 0.2223, 0.3794, 0.3173, 0.4343, 0.2755, 0.2605, 0.3488, -0.4425, -0.9976, 0.3855], "total_charge": -2, "molar_mass_g_mol": 937.99, "orbital_gap_ev": 4.36, "lumo_ev": 3.738, "de_lowest_kj_mol": 124.7, "e_tot_ev": -265578.55263}